*one*
This record from the Open Molecules 2025 dataset describes 2 unconnected molecules or ions with the total composition C2H4OS3. The level of theory is ωB97M-V/def2-TZVPD.

Last column: natural (NBO) charge in e.
Geometry (Å):
C: -0.7885 0.6458 -0.4362  -0.23
C: 0.3149 0.0996 0.4599  -0.68
O: -2.9747 -0.7946 -1.4351  -0.85
S: -4.0631 -0.1250 1.0214  -0.25
S: -1.3554 2.1155 -0.1834  0.04
S: -4.0730 0.0143 -0.8990  1.08
H: -1.1707 -0.1773 -0.9106  0.20
H: -0.2943 -0.0577 1.2938  0.24
H: 1.2285 0.6659 0.6856  0.23
H: 0.6406 -0.8510 -0.0087  0.21

Values from the calculation:
Kohn-Sham gap = 6.740 eV
lowest unoccupied orbital energy = -2.025 eV
HOMO energy = -0.3221 Ha

*two*
This record from the Open Molecules 2025 dataset describes C2H4OS3 in the gas phase. The level of theory is ωB97M-V/def2-TZVPD.

Last column: natural (NBO) charge in e.
Geometry (Å):
C: 1.2504 0.8033 -0.0519  -0.78
C: 0.3735 -0.3579 -0.0600  -0.14
S: 0.7185 -2.2527 0.5425  -0.11
S: -1.3621 -0.3051 -0.3240  1.37
O: -1.5769 0.1813 -1.6446  -0.91
S: -2.0948 0.4943 1.3621  -0.42
H: 2.3946 0.4195 -0.0151  0.29
H: 1.2184 1.0783 1.0275  0.31
H: 0.9023 1.6311 -0.6866  0.27
H: -1.8238 -1.6920 -0.1499  0.13

Values from the calculation:
Kohn-Sham gap (alpha / beta) = 7.100 / 6.979 eV
lowest unoccupied orbital energy (alpha / beta) = -2.251 / -2.312 eV
structure (SMILES) = CC(=S)[S@H](=O)=S
HOMO energy (alpha / beta) = -0.3437 / -0.3414 Ha

*three*
This record from the Open Molecules 2025 dataset describes 2 unconnected molecules or ions with the total composition C2H4OS3. The level of theory is ωB97M-V/def2-TZVPD.

Last column: natural (NBO) charge in e.
Geometry (Å):
C: 2.4717 -0.2740 0.5574  -0.80
C: -2.6566 -0.6588 -0.1186  -0.57
O: 1.7672 0.8144 -1.5735  -0.90
S: -1.4662 2.0862 -0.2556  -0.40
S: -1.3147 0.1831 0.3710  0.52
S: 2.0933 1.0788 -0.1857  1.22
H: 2.0385 -1.1951 0.1504  0.24
H: 3.0177 -0.2073 1.4890  0.24
H: -3.3472 -0.2158 -0.7599  0.24
H: -2.6037 -1.6116 0.3256  0.22

Values from the calculation:
Kohn-Sham gap = 7.508 eV
lowest unoccupied orbital energy = -1.249 eV
HOMO energy = -0.3218 Ha

Unit: kcal/mol. Relative energies: *one* 0.0; *two* 61.3; *three* 22.7.

*one*
This record from the Open Molecules 2025 dataset describes a molecular structure, C25H45N6O4Ti. The level of theory is ωB97M-V/def2-TZVPD.

Last column: Mulliken charge in e.
Geometry (Å):
Ti: 0.1123 -0.0156 -1.6451  0.02
C: -1.4742 2.1710 3.8693  -1.49
C: -1.4474 0.9265 2.9861  -0.01
C: -0.9348 -0.3636 3.6586  -1.43
C: 0.5489 -0.6073 3.9607  1.62
C: 1.2368 0.4847 4.7731  -1.67
C: 0.7137 -1.9459 4.6701  -1.91
N: 1.3115 -0.6565 2.6095  0.42
C: 1.2150 -1.8966 1.7806  -0.57
C: 2.0574 -1.7758 0.5032  -2.35
N: 1.3888 -1.8605 -0.8349  0.51
C: 2.5358 -1.7964 -1.7900  -0.44
C: 2.0203 -1.5368 -3.1851  0.28
O: 2.4708 -1.8926 -4.2103  -0.45
O: 0.8848 -0.7452 -3.0880  -0.07
C: 0.6479 -3.1807 -1.1192  0.38
C: 0.8702 -4.2847 -0.0901  -1.51
C: -0.8104 -2.9865 -1.5665  -2.12
C: -1.8922 -2.3098 -0.7128  1.54
C: -2.2344 -3.0733 0.5667  -1.45
C: -3.1567 -2.2417 -1.5691  -1.60
N: -1.4080 -0.9006 -0.3748  2.96
C: -2.4694 0.0248 0.1140  -0.92
C: -1.8620 1.3317 0.5992  -2.40
N: -0.8370 1.1356 1.6321  1.02
C: 0.1485 2.2075 1.5355  -0.17
C: 1.0604 2.0591 0.3253  0.05
O: 1.8079 2.9004 -0.0485  -0.52
O: 0.9917 0.8277 -0.2907  0.16
H: -2.0331 1.9550 4.7795  0.44
H: -1.9912 2.9898 3.3668  0.40
H: -0.4918 2.5290 4.1685  0.32
H: -2.4976 0.6976 2.7867  0.26
H: -1.2970 -1.2151 3.0693  0.07
H: -1.4482 -0.4532 4.6190  0.71
H: 0.6623 0.6825 5.6769  0.42
H: 1.3426 1.4262 4.2355  0.23
H: 2.2310 0.1584 5.0858  0.53
H: 0.3342 -1.8434 5.6862  0.53
H: 1.7643 -2.2329 4.7534  0.42
H: 0.1535 -2.7515 4.1944  0.32
H: 0.9296 0.1045 2.0368  -0.87
H: 2.2944 -0.4573 2.8090  0.52
H: 0.1604 -2.0686 1.5986  -0.39
H: 1.5710 -2.7227 2.3887  1.31
H: 2.8356 -2.5386 0.5393  0.49
H: 2.5723 -0.8149 0.5092  1.09
H: 3.1315 -2.7104 -1.7724  0.54
H: 3.1872 -0.9580 -1.5269  0.53
H: 1.1226 -3.5606 -2.0264  0.36
H: 0.4111 -4.1128 0.8798  0.33
H: 1.9308 -4.4918 0.0520  0.41
H: 0.4316 -5.2009 -0.4854  0.47
H: -1.1792 -3.9866 -1.8053  0.72
H: -0.7966 -2.4716 -2.5344  0.37
H: -2.5036 -4.0982 0.3110  0.44
H: -3.0965 -2.6389 1.0734  0.51
H: -1.4130 -3.1307 1.2790  0.10
H: -3.4425 -3.2552 -1.8486  0.47
H: -3.0069 -1.6915 -2.4986  0.26
H: -4.0015 -1.8151 -1.0308  0.40
H: -0.7971 -0.9842 0.4396  -1.31
H: -3.0299 -0.4650 0.9121  0.69
H: -3.1807 0.2319 -0.6825  0.79
H: -2.6695 1.9851 0.9509  0.54
H: -1.4131 1.8627 -0.2501  0.40
H: 0.8045 2.2254 2.4077  0.00
H: -0.2837 3.2130 1.4830  0.62
N: -1.6086 0.4312 -3.0402  -0.02
C: -0.9613 1.6530 -3.4782  0.13
C: -1.3109 2.4620 -4.5267  -0.98
C: -0.4770 3.5522 -4.7707  -0.31
C: 0.6440 3.7602 -3.9770  -0.98
C: 0.9198 2.8866 -2.9419  -0.28
N: 0.1015 1.8494 -2.6964  0.15
H: -2.5600 0.5989 -2.7225  0.42
H: -1.6580 -0.2460 -3.8018  0.42
H: -2.1811 2.2589 -5.1362  0.55
H: -0.7000 4.2279 -5.5862  0.48
H: 1.3094 4.5915 -4.1620  0.48
H: 1.7807 3.0005 -2.3000  0.64

Values from the calculation:
Kohn-Sham gap = 8.271 eV
total charge = +3
lowest unoccupied orbital energy = -9.922 eV
HOMO energy = -0.6686 Ha

*two*
This record from the Open Molecules 2025 dataset describes a molecular structure, C25H45N6O4Ti. The level of theory is ωB97M-V/def2-TZVPD.

Last column: Mulliken charge in e.
Geometry (Å):
Ti: 0.8868 0.6319 0.3576  -0.71
C: -1.4575 -2.8324 3.2329  -1.93
C: -1.9032 -2.0560 1.9861  0.30
C: -1.5649 -2.9967 0.8028  -1.50
C: -2.2506 -2.8690 -0.5629  1.67
C: -3.7648 -2.7209 -0.5115  -1.83
C: -1.8858 -4.0745 -1.4196  -1.87
N: -1.6930 -1.5590 -1.1969  1.77
C: -0.9328 -1.6169 -2.4690  -1.32
C: -0.3520 -0.2542 -2.8491  -1.02
N: 0.7187 0.3061 -1.9660  0.83
C: 1.8222 -0.6798 -1.9615  -0.97
C: 1.4713 -1.6932 -0.8652  0.54
O: 1.6973 -2.8643 -0.8904  -0.46
O: 0.7856 -1.0960 0.1076  0.87
C: 1.0881 1.6609 -2.4849  0.12
C: 2.3162 2.2400 -1.7872  -1.27
C: -0.1002 2.6391 -2.3388  -1.99
C: -0.8231 2.8806 -0.9739  1.29
C: -0.0896 3.8502 -0.0399  -1.34
C: -2.1765 3.4901 -1.3792  -1.76
N: -1.0162 1.5683 -0.2471  1.17
C: -1.9392 1.6623 0.9219  -1.39
C: -2.3878 0.2903 1.4536  -0.60
N: -1.3229 -0.6506 1.8669  1.23
C: -0.7703 -0.2023 3.1548  -0.67
C: 0.1162 1.0387 3.0988  0.13
O: 0.3841 1.7124 4.0428  -0.46
O: 0.5993 1.2655 1.8831  -0.36
H: -1.9879 -3.7816 3.2572  0.48
H: -1.7037 -2.3249 4.1588  0.45
H: -0.3944 -3.0603 3.2069  0.48
H: -2.9894 -1.9573 2.0765  0.31
H: -1.8175 -3.9974 1.1530  0.97
H: -0.4827 -3.0062 0.6507  -0.06
H: -4.2068 -3.6220 -0.0956  0.42
H: -4.1849 -2.6064 -1.5095  0.49
H: -4.1016 -1.8966 0.1120  0.36
H: -2.3438 -4.9646 -0.9956  0.50
H: -0.8149 -4.2570 -1.4460  0.45
H: -2.2726 -3.9862 -2.4309  0.44
H: -2.5058 -0.9515 -1.3381  0.73
H: -1.0697 -1.1734 -0.4609  -2.22
H: -1.6140 -1.9170 -3.2709  0.70
H: -0.1551 -2.3745 -2.3933  0.35
H: -1.1765 0.4562 -2.9211  0.32
H: 0.0525 -0.3611 -3.8651  0.41
H: 2.7818 -0.2399 -1.6705  0.32
H: 1.9707 -1.1739 -2.9311  0.35
H: 1.3147 1.5869 -3.5623  0.51
H: 2.1255 2.3611 -0.7159  0.34
H: 2.5267 3.2236 -2.2067  0.66
H: 3.2241 1.6595 -1.9537  0.38
H: -0.8625 2.3744 -3.0739  0.45
H: 0.2641 3.6122 -2.6696  0.68
H: 0.4229 4.6240 -0.6056  0.34
H: 0.6274 3.3365 0.6117  0.26
H: -0.8004 4.3647 0.6046  0.54
H: -2.0050 4.3007 -2.0830  0.42
H: -2.7155 3.9254 -0.5442  0.53
H: -2.8174 2.7609 -1.8750  0.40
H: -1.5370 1.0029 -0.9227  0.06
H: -2.8643 2.1689 0.6241  0.73
H: -1.4788 2.2626 1.7101  0.42
H: -2.9996 -0.1908 0.6860  0.10
H: -3.0605 0.4994 2.3014  0.29
H: -0.1133 -0.9724 3.5679  0.53
H: -1.5463 0.0024 3.9061  0.51
N: 3.2816 -1.5044 1.1287  -0.19
C: 3.7996 -0.2464 1.1721  0.62
C: 5.1823 -0.0538 1.3591  -1.07
C: 5.6781 1.2102 1.5434  -0.47
C: 4.7774 2.2832 1.5370  -1.05
C: 3.4590 2.0394 1.2535  -0.12
N: 2.9569 0.7984 0.9967  0.44
H: 2.3627 -1.6638 1.5332  -0.12
H: 3.9400 -2.2523 1.2950  0.31
H: 5.8219 -0.9190 1.4112  0.47
H: 6.7297 1.3731 1.7199  0.48
H: 5.1082 3.2863 1.7513  0.53
H: 2.7591 2.8710 1.2473  0.31

Values from the calculation:
Kohn-Sham gap = 6.721 eV
total charge = +3
lowest unoccupied orbital energy = -10.587 eV
HOMO energy = -0.6361 Ha

Unit: kcal/mol. Relative energies: *one* 0.0; *two* 52.6.

*one*
This record from the Open Molecules 2025 dataset describes C4H5F2N in the gas phase. The level of theory is ωB97M-V/def2-TZVPD.

Last column: natural (NBO) charge in e.
Geometry (Å):
C: 2.8530 0.3448 0.0158  -0.37
C: 1.7593 0.2984 -0.4710  0.16
N: 0.5735 0.0104 -0.8531  -0.66
C: -0.4578 -0.6225 0.2323  -0.26
C: -1.8028 0.0988 0.2263  0.55
F: -2.5792 -0.2128 -0.8186  -0.33
F: -1.6044 1.4462 0.2548  -0.33
H: 3.7818 0.5109 0.5340  0.24
H: 0.2476 0.6325 -1.6657  0.41
H: 0.0112 -0.5350 1.3073  0.23
H: -0.4807 -1.7005 0.0376  0.23
H: -2.3017 -0.2714 1.2003  0.13

Values from the calculation:
Kohn-Sham gap = 9.145 eV
lowest unoccupied orbital energy = 0.848 eV
structure (SMILES) = C#CNCC(F)F
HOMO energy = -0.3049 Ha

*two*
This record from the Open Molecules 2025 dataset describes C4H5F2N in the gas phase. The level of theory is ωB97M-V/def2-TZVPD.

Last column: natural (NBO) charge in e.
Geometry (Å):
H: -2.1855 1.1787 0.7643  0.36
N: -1.2343 1.3732 0.4241  -0.60
C: -0.5912 0.4356 -0.0540  0.25
C: 1.0530 0.5799 -0.4002  -0.22
C: 1.8184 0.5596 0.6504  -0.38
C: -1.1334 -1.0165 -0.5041  0.50
F: -2.1014 -1.3751 0.3503  -0.33
F: -0.0635 -1.8933 -0.3644  -0.35
H: 1.4512 0.5246 -1.3813  0.21
H: 2.8892 0.4285 0.4702  0.19
H: 1.6318 0.2300 1.6762  0.21
H: -1.5342 -1.0252 -1.6316  0.15

Values from the calculation:
Kohn-Sham gap = 10.757 eV
lowest unoccupied orbital energy = 0.883 eV
structure (SMILES) = [H]/N=C(/C=C)C(F)F
HOMO energy = -0.3629 Ha

Unit: kcal/mol. Relative energies: *one* 17.1; *two* 0.0.

*one*
This record from the Open Molecules 2025 dataset describes a gas-phase ion, C3H9N2S (charge -1). The level of theory is ωB97M-V/def2-TZVPD.

Last column: natural (NBO) charge in e.
Geometry (Å):
N: -1.2325 1.6715 -2.3611  -0.85
C: -0.3766 1.0835 -1.3415  -0.06
N: -0.4542 -0.3643 -1.4601  -0.64
C: 0.4477 -0.9964 -0.4259  -0.25
C: -0.0841 -0.7121 1.0387  -0.58
S: 0.9348 -0.4918 2.4294  -0.67
H: -0.9641 2.6650 -2.7622  0.34
H: -1.0411 1.1657 -3.2031  0.35
H: 0.5416 1.4331 -1.5577  0.16
H: -0.7573 1.3419 -0.3395  0.17
H: -1.4730 -0.5679 -1.0299  0.34
H: 1.4845 -0.4091 -0.4387  0.19
H: 0.5009 -2.0875 -0.4395  0.19
H: -0.9766 -1.3754 1.0278  0.14
H: -0.3868 0.3028 0.9924  0.18

Values from the calculation:
Kohn-Sham gap = 5.957 eV
total charge = -1
lowest unoccupied orbital energy = 3.771 eV
structure (SMILES) = NCNCC[S-]
HOMO energy = -0.0803 Ha

*two*
This record from the Open Molecules 2025 dataset describes a gas-phase ion, C3H9N2S (charge -1). The level of theory is ωB97M-V/def2-TZVPD.

Last column: natural (NBO) charge in e.
Geometry (Å):
N: -1.7640 -1.7943 0.6383  -0.83
C: -1.1215 -0.5552 0.1239  -0.05
N: -0.0258 -0.1622 0.9688  -0.65
C: 0.8924 0.9047 0.4384  -0.23
C: 0.9271 1.0945 -1.0865  -0.55
S: 2.0603 2.5029 -1.4746  -0.74
H: -1.4203 -2.5441 0.0391  0.34
H: -1.2420 -1.9982 1.4953  0.34
H: -1.8598 0.2411 0.0645  0.16
H: -0.8202 -0.7222 -0.9202  0.15
H: 0.5344 -0.9920 1.1148  0.33
H: 0.6347 1.8437 0.9031  0.19
H: 1.8877 0.5849 0.6873  0.19
H: 1.3656 0.2086 -1.5465  0.18
H: -0.0486 1.3877 -1.4456  0.18

Values from the calculation:
Kohn-Sham gap = 6.123 eV
total charge = -1
lowest unoccupied orbital energy = 3.745 eV
structure (SMILES) = NCNCC[S-]
HOMO energy = -0.0874 Ha

Unit: kcal/mol. Relative energies: *one* 31.8; *two* 0.0.